DFT (the ωB97M-V functional and the def2-TZVPD basis) results for C12H19Cl2NO9P2Ti as an isolated structure.

Element x y z (Å)
Ti 0.08 0.95 0.62
N -2.24 0.04 4.00
C -0.73 0.17 4.14
C -0.32 0.07 5.59
P -0.08 -1.20 3.05
O -1.09 -2.37 3.60
O 1.32 -1.56 3.32
O -0.63 -0.79 1.70
P -0.30 1.69 3.21
O -0.36 2.81 4.34
O 1.03 1.49 2.57
O -1.40 1.84 2.17
H -2.53 -0.88 4.33
H -2.46 0.15 3.00
H -2.73 0.78 4.51
H -0.62 -0.89 6.01
H -0.75 0.88 6.19
H 0.76 0.14 5.67
H -0.57 -3.15 3.85
H -0.02 3.67 4.03
C -1.82 -2.00 -6.29
O -2.08 -1.25 -5.11
C -1.12 -1.19 -4.17
C 0.13 -1.85 -4.29
C 1.03 -1.72 -3.26
C 0.76 -0.97 -2.11
C 1.75 -0.84 -1.07
C 3.03 -1.62 -1.10
O 1.60 -0.08 -0.10
C -0.50 -0.32 -2.00
O -0.84 0.38 -0.95
C -1.42 -0.45 -3.04
H -2.71 -1.92 -6.90
H -1.64 -3.05 -6.05
H -0.96 -1.60 -6.83
H 0.38 -2.43 -5.16
H 1.99 -2.22 -3.36
H 2.85 -2.67 -1.31
H 3.51 -1.51 -0.13
H 3.69 -1.21 -1.87
H -2.38 0.04 -2.96
Cl 0.65 3.07 -0.21
C 1.85 5.39 -2.08
Cl 2.94 5.93 -0.90
H 0.84 5.75 -2.02
H 2.11 4.50 -2.62

Properties
2S+1	3
max |F|	0.751	eV/Å
Kohn-Sham gap (spin up / spin down)	7.18 / 8.38	eV

Now the Löwdin charges, all in e: atom 1 (Ti): 0.83, atom 2 (N): 0.18, atom 3 (C): -0.49, atom 4 (C): -0.06, atom 5 (P): 0.33, atom 6 (O): -0.16, atom 7 (O): -0.25, atom 8 (O): -0.36, atom 9 (P): 0.29, atom 10 (O): -0.10, atom 11 (O): -0.33, atom 12 (O): -0.35, atom 13 (H): 0.15, atom 14 (H): 0.14, atom 15 (H): 0.17, atom 16 (H): 0.09, atom 17 (H): 0.08, atom 18 (H): 0.10, atom 19 (H): 0.09, atom 20 (H): 0.11, atom 21 (C): -0.08, atom 22 (O): -0.06, atom 23 (C): -0.27, atom 24 (C): -0.02, atom 25 (C): -0.02, atom 26 (C): -0.09, atom 27 (C): -0.31, atom 28 (C): 0.01, atom 29 (O): -0.08, atom 30 (C): -0.29, atom 31 (O): -0.17, atom 32 (C): 0.08, atom 33 (H): 0.09, atom 34 (H): 0.09, atom 35 (H): 0.10, atom 36 (H): 0.10, atom 37 (H): 0.11, atom 38 (H): 0.09, atom 39 (H): 0.09, atom 40 (H): 0.10, atom 41 (H): 0.14, atom 42 (Cl): 0.03, atom 43 (C): -0.58, atom 44 (Cl): 0.51, atom 45 (H): -0.01, atom 46 (H): -0.01


DFT (the ωB97M-V functional and the def2-TZVPD basis) results for a 7-piece molecular cluster, C28H42O21 overall at a distorted geometry.

Element x y z (Å)
C 7.53 -11.48 -3.09
C 6.38 -12.40 -2.73
C 5.05 -12.00 -3.39
O 4.62 -13.16 -4.09
C 5.56 -14.12 -4.00
O 5.39 -15.24 -4.39
O 6.64 -13.66 -3.37
H 8.27 -11.97 -3.71
H 8.17 -11.25 -2.21
H 7.26 -10.49 -3.44
H 6.23 -12.59 -1.67
H 5.10 -11.18 -4.10
H 4.36 -11.70 -2.59
C 7.31 -19.11 2.84
C 6.99 -20.10 1.75
C 5.62 -20.02 1.04
O 5.93 -20.29 -0.32
C 7.23 -20.02 -0.56
O 7.78 -19.95 -1.61
O 7.81 -19.72 0.62
H 6.83 -19.50 3.75
H 6.90 -18.12 2.65
H 8.37 -19.06 3.05
H 7.28 -21.13 1.98
H 5.10 -19.07 1.14
H 4.93 -20.78 1.42
C 6.69 -16.31 -1.26
C 7.48 -15.85 -0.04
C 8.77 -16.68 0.21
O 9.81 -15.71 0.01
C 9.30 -14.49 -0.21
O 9.94 -13.48 -0.31
O 7.98 -14.55 -0.32
H 7.36 -16.27 -2.11
H 5.87 -15.63 -1.48
H 6.26 -17.31 -1.14
H 6.90 -15.80 0.88
H 8.88 -17.45 -0.56
H 8.71 -17.03 1.23
C 10.41 -15.80 -3.72
C 10.47 -14.38 -4.25
C 11.40 -14.21 -5.45
O 10.59 -13.52 -6.40
C 9.32 -13.49 -6.01
O 8.42 -13.00 -6.62
O 9.16 -14.10 -4.82
H 11.34 -16.05 -3.21
H 10.29 -16.49 -4.56
H 9.54 -15.92 -3.07
H 10.58 -13.60 -3.50
H 11.69 -15.19 -5.83
H 12.27 -13.64 -5.13
C 10.70 -17.25 3.76
C 12.12 -16.88 3.38
C 12.74 -15.81 4.28
O 14.02 -16.31 4.61
C 14.13 -17.61 4.24
O 15.02 -18.34 4.49
O 13.00 -18.00 3.60
H 10.63 -17.63 4.78
H 10.27 -18.03 3.14
H 10.14 -16.32 3.64
H 12.21 -16.65 2.32
H 12.16 -15.71 5.20
H 12.83 -14.85 3.78
C 7.04 -12.43 2.15
C 5.58 -12.79 2.30
C 4.65 -11.73 1.70
O 4.40 -12.23 0.40
C 4.57 -13.54 0.39
O 4.14 -14.32 -0.40
O 5.31 -13.95 1.48
H 7.40 -11.61 2.78
H 7.24 -12.10 1.13
H 7.63 -13.31 2.42
H 5.22 -13.07 3.29
H 5.14 -10.75 1.68
H 3.75 -11.49 2.28
C 12.74 -8.86 -0.11
C 12.34 -10.29 -0.48
C 10.93 -10.37 -1.10
O 11.17 -11.12 -2.28
C 12.46 -11.32 -2.49
O 12.89 -11.89 -3.44
O 13.21 -10.77 -1.52
H 12.90 -8.29 -1.02
H 13.66 -8.86 0.47
H 11.97 -8.41 0.51
H 12.42 -10.88 0.43
H 10.47 -9.39 -1.21
H 10.30 -10.99 -0.46

Properties
max |F|	2.003	eV/Å
SMILES	C[C@H]1COC(=O)O1.C[C@H]1COC(=O)O1.C[C@H]1COC(=O)O1.C[C@H]1COC(=O)O1.C[C@H]1COC(=O)O1.C[C@H]1COC(=O)O1.C[C@H]1COC(=O)O1
Kohn-Sham gap	10.04	eV

Now the Löwdin charges, all in e: atom 1 (C): 0.01, atom 2 (C): -0.26, atom 3 (C): -0.08, atom 4 (O): 0.08, atom 5 (C): -0.58, atom 6 (O): 0.15, atom 7 (O): 0.07, atom 8 (H): 0.08, atom 9 (H): 0.07, atom 10 (H): 0.09, atom 11 (H): 0.13, atom 12 (H): 0.13, atom 13 (H): 0.13, atom 14 (C): -0.02, atom 15 (C): -0.27, atom 16 (C): -0.09, atom 17 (O): 0.07, atom 18 (C): -0.59, atom 19 (O): 0.18, atom 20 (O): 0.04, atom 21 (H): 0.09, atom 22 (H): 0.08, atom 23 (H): 0.07, atom 24 (H): 0.16, atom 25 (H): 0.14, atom 26 (H): 0.13, atom 27 (C): 0.02, atom 28 (C): -0.29, atom 29 (C): -0.05, atom 30 (O): 0.06, atom 31 (C): -0.58, atom 32 (O): 0.14, atom 33 (O): 0.07, atom 34 (H): 0.09, atom 35 (H): 0.07, atom 36 (H): 0.09, atom 37 (H): 0.13, atom 38 (H): 0.13, atom 39 (H): 0.10, atom 40 (C): -0.01, atom 41 (C): -0.28, atom 42 (C): -0.07, atom 43 (O): 0.09, atom 44 (C): -0.59, atom 45 (O): 0.16, atom 46 (O): 0.05, atom 47 (H): 0.10, atom 48 (H): 0.09, atom 49 (H): 0.07, atom 50 (H): 0.14, atom 51 (H): 0.13, atom 52 (H): 0.12, atom 53 (C): -0.03, atom 54 (C): -0.31, atom 55 (C): -0.09, atom 56 (O): 0.07, atom 57 (C): -0.56, atom 58 (O): 0.17, atom 59 (O): 0.08, atom 60 (H): 0.10, atom 61 (H): 0.06, atom 62 (H): 0.09, atom 63 (H): 0.16, atom 64 (H): 0.13, atom 65 (H): 0.14, atom 66 (C): -0.02, atom 67 (C): -0.29, atom 68 (C): -0.09, atom 69 (O): 0.08, atom 70 (C): -0.57, atom 71 (O): 0.18, atom 72 (O): 0.05, atom 73 (H): 0.09, atom 74 (H): 0.09, atom 75 (H): 0.09, atom 76 (H): 0.15, atom 77 (H): 0.13, atom 78 (H): 0.14, atom 79 (C): -0.03, atom 80 (C): -0.29, atom 81 (C): -0.10, atom 82 (O): 0.07, atom 83 (C): -0.58, atom 84 (O): 0.16, atom 85 (O): 0.10, atom 86 (H): 0.09, atom 87 (H): 0.08, atom 88 (H): 0.09, atom 89 (H): 0.15, atom 90 (H): 0.13, atom 91 (H): 0.11


DFT (the ωB97M-V functional and the def2-TZVPD basis) results for C14H24BeCl3CsF3N4O9S3 as an isolated structure at a distorted geometry.

Element x y z (Å)
C 4.66 -2.01 2.65
C 4.21 -0.95 1.61
S 3.69 0.60 2.41
C 2.14 0.05 3.16
C 0.85 0.55 2.42
C 0.29 1.71 3.15
N -0.20 2.66 3.64
C -0.23 -0.58 2.25
C 0.42 -1.61 1.45
N 0.91 -2.46 0.77
C -1.59 -0.06 1.67
C -2.02 -0.63 0.33
N -2.47 -2.03 0.38
C -0.54 -1.15 3.67
O -1.49 -2.20 3.64
O -0.85 -3.46 3.84
H 4.33 -1.71 3.65
H 4.18 -2.97 2.45
H 5.75 -2.09 2.66
H 3.33 -1.35 1.10
H 5.01 -0.70 0.91
H 2.13 0.51 4.15
H 2.14 -1.02 3.32
H 1.14 0.86 1.40
H -2.37 -0.27 2.40
H -1.57 1.02 1.57
H -2.89 -0.03 0.02
H -1.28 -0.45 -0.46
H -2.22 -2.48 1.25
H -1.99 -2.56 -0.34
H 0.34 -1.51 4.19
H -0.98 -0.33 4.23
H -0.83 -3.85 2.95
C -1.66 3.77 0.22
O -1.80 4.45 -0.99
C -2.69 3.94 -1.88
O -3.34 2.95 -1.71
O -2.72 4.76 -2.92
C -3.64 4.40 -3.96
H -0.94 4.31 0.83
H -2.65 3.73 0.78
H -1.32 2.75 0.06
H -4.66 4.39 -3.57
H -3.39 3.43 -4.38
H -3.55 5.16 -4.72
N 0.55 1.78 -3.10
S 0.69 0.30 -2.62
O 1.41 -0.57 -3.49
O -0.43 -0.25 -1.91
F 1.73 0.56 -1.43
S -0.39 1.96 -4.37
O -0.23 3.25 -4.96
O -1.71 1.42 -4.21
F 0.28 0.99 -5.43
Be 1.41 -3.97 1.57
C 1.16 -3.94 -3.58
Cl 2.87 -3.77 -4.09
Cl 0.93 -3.29 -1.95
Cl 0.11 -3.16 -4.70
H 0.92 -5.00 -3.57
F -3.10 2.19 1.48
Cs 4.13 -6.04 -3.88

Properties
max |F|	4.598	eV/Å
Kohn-Sham gap	1.84	eV
net charge	+1

Now the Löwdin charges, all in e: atom 1 (C): -0.15, atom 2 (C): -0.51, atom 3 (S): 0.91, atom 4 (C): -0.45, atom 5 (C): -0.26, atom 6 (C): -0.16, atom 7 (N): 0.22, atom 8 (C): -0.31, atom 9 (C): -0.02, atom 10 (N): 0.10, atom 11 (C): -0.10, atom 12 (C): -0.24, atom 13 (N): 0.07, atom 14 (C): -0.12, atom 15 (O): -0.11, atom 16 (O): -0.02, atom 17 (H): 0.06, atom 18 (H): 0.03, atom 19 (H): 0.08, atom 20 (H): 0.03, atom 21 (H): 0.07, atom 22 (H): 0.09, atom 23 (H): 0.06, atom 24 (H): 0.14, atom 25 (H): 0.14, atom 26 (H): 0.08, atom 27 (H): 0.13, atom 28 (H): 0.06, atom 29 (H): 0.04, atom 30 (H): 0.06, atom 31 (H): 0.13, atom 32 (H): 0.16, atom 33 (H): 0.04, atom 34 (C): -0.03, atom 35 (O): 0.06, atom 36 (C): -0.59, atom 37 (O): 0.17, atom 38 (O): 0.02, atom 39 (C): -0.01, atom 40 (H): 0.12, atom 41 (H): 0.14, atom 42 (H): 0.09, atom 43 (H): 0.10, atom 44 (H): 0.08, atom 45 (H): 0.10, atom 46 (N): -0.28, atom 47 (S): 0.47, atom 48 (O): -0.35, atom 49 (O): -0.33, atom 50 (F): -0.20, atom 51 (S): 0.48, atom 52 (O): -0.25, atom 53 (O): -0.27, atom 54 (F): -0.19, atom 55 (Be): 0.63, atom 56 (C): -1.48, atom 57 (Cl): 0.23, atom 58 (Cl): 0.59, atom 59 (Cl): 0.68, atom 60 (H): 0.01, atom 61 (F): -0.29, atom 62 (Cs): 1.05